195
Properties=species:S:1:pos:R:3:lowdin_charge:R:1 method="wB97M-V/def2-TZVPD" relative_energy_kcal_mol=41.1 mol_weight_g_mol=1614.1 gap_ev=10.5 e_lumo_ev=-0.449 fmax_ev_per_a=3.53 total_energy_ha=-9658.9661
O 7.509 -2.147 2.836 -0.273
S 6.875 -1.638 4.017 0.626
O 6.958 -0.238 4.374 -0.292
O 5.305 -2.110 3.919 -0.275
C 4.547 -1.459 2.885 -0.270
C 3.103 -1.843 3.073 -0.047
C 7.347 -2.629 5.464 -0.096
H 4.899 -1.817 1.914 0.117
H 4.705 -0.382 2.960 0.099
H 2.827 -1.743 4.124 0.060
H 2.876 -2.886 2.863 0.079
H 2.501 -1.114 2.529 0.070
H 8.333 -2.308 5.782 0.074
H 7.408 -3.636 5.054 0.068
H 6.545 -2.585 6.193 0.062
O -2.787 -3.123 -0.774 -0.273
S -2.904 -2.135 -1.802 0.619
O -1.745 -1.840 -2.605 -0.287
O -4.052 -2.560 -2.876 -0.257
C -4.064 -1.824 -4.105 -0.269
C -4.975 -2.646 -5.021 -0.051
C -3.642 -0.601 -1.122 -0.062
H -3.086 -1.796 -4.587 0.083
H -4.390 -0.790 -3.966 0.114
H -5.377 -2.154 -5.902 0.055
H -5.804 -2.964 -4.384 0.083
H -4.498 -3.562 -5.369 0.085
H -3.009 -0.329 -0.285 0.044
H -4.655 -0.823 -0.786 0.074
H -3.758 0.109 -1.937 0.059
O -0.304 5.426 -4.345 -0.267
S -0.097 5.409 -2.914 0.631
O 1.147 4.904 -2.379 -0.275
O -0.362 6.864 -2.184 -0.317
C -0.986 7.932 -2.940 -0.242
C 0.002 8.686 -3.790 -0.068
C -1.510 4.687 -2.077 -0.104
H -1.389 8.502 -2.100 0.126
H -1.862 7.573 -3.482 0.123
H -0.478 9.548 -4.258 0.084
H 0.441 8.092 -4.596 0.080
H 0.919 9.084 -3.348 0.076
H -1.405 3.601 -2.153 0.041
H -2.430 5.018 -2.554 0.069
H -1.493 4.898 -1.012 0.057
O -2.963 3.501 -6.686 -0.276
S -3.489 3.048 -5.416 0.613
O -4.074 3.917 -4.441 -0.275
O -4.615 1.905 -5.650 -0.279
C -4.481 0.912 -6.667 -0.250
C -5.896 0.318 -6.729 -0.072
C -2.249 2.035 -4.620 -0.103
H -3.774 0.130 -6.380 0.084
H -4.221 1.366 -7.623 0.122
H -5.968 -0.429 -7.518 0.082
H -6.663 1.069 -6.940 0.082
H -6.262 -0.011 -5.756 0.072
H -1.420 2.754 -4.656 0.063
H -1.984 1.137 -5.167 0.061
H -2.488 1.947 -3.564 0.054
O -6.202 -1.989 2.378 -0.297
S -6.134 -3.305 2.943 0.614
O -7.058 -3.762 3.942 -0.272
O -6.312 -4.354 1.727 -0.248
C -5.582 -4.095 0.538 -0.307
C -5.892 -5.167 -0.482 -0.052
C -4.416 -3.655 3.386 -0.099
H -4.503 -4.112 0.707 0.072
H -5.841 -3.114 0.131 0.110
H -6.952 -5.367 -0.654 0.081
H -5.562 -6.127 -0.074 0.080
H -5.428 -4.920 -1.436 0.074
H -4.278 -4.707 3.155 0.054
H -4.338 -3.440 4.450 0.070
H -3.758 -3.007 2.817 0.052
O -2.457 -8.250 1.075 -0.264
S -2.051 -6.873 1.045 0.644
O -2.960 -5.844 1.512 -0.299
O -0.632 -6.714 1.835 -0.248
C 0.014 -5.439 1.907 -0.247
C -0.121 -4.971 3.378 -0.069
C -1.598 -6.464 -0.681 -0.097
H -0.449 -4.679 1.276 0.097
H 1.075 -5.568 1.708 0.117
H 0.595 -4.162 3.541 0.063
H 0.150 -5.797 4.032 0.080
H -1.135 -4.666 3.624 0.065
H -1.385 -5.402 -0.745 0.033
H -2.512 -6.698 -1.225 0.076
H -0.814 -7.150 -0.992 0.070
O -0.286 -3.118 -7.010 -0.272
S -0.981 -1.860 -6.989 0.601
O -2.411 -1.787 -6.854 -0.285
O -0.361 -0.969 -5.804 -0.263
C 0.965 -1.166 -5.330 -0.238
C 1.055 -0.416 -3.996 -0.069
C -0.505 -0.894 -8.410 -0.103
H 1.764 -0.855 -6.003 0.126
H 1.113 -2.219 -5.084 0.104
H 0.750 0.629 -4.049 0.075
H 2.072 -0.379 -3.595 0.086
H 0.512 -0.924 -3.202 0.034
H -0.792 -1.400 -9.331 0.077
H 0.582 -0.859 -8.429 0.073
H -1.058 0.037 -8.320 0.072
O 1.413 -0.126 -0.879 -0.282
S 0.264 0.727 -0.668 0.633
O -0.508 1.237 -1.765 -0.281
O -0.748 0.002 0.367 -0.278
C -0.187 -0.601 1.559 -0.246
C -1.217 -1.583 2.062 -0.044
C 0.793 2.184 0.314 -0.070
H 0.048 0.175 2.288 0.103
H 0.711 -1.143 1.256 0.093
H -1.388 -2.429 1.393 0.066
H -2.190 -1.082 2.101 0.083
H -1.007 -1.993 3.051 0.069
H 0.990 1.870 1.334 0.039
H -0.018 2.896 0.207 0.045
H 1.727 2.590 -0.078 0.062
O 2.591 -4.947 -3.674 -0.297
S 1.508 -5.527 -2.903 0.621
O 1.359 -6.931 -2.749 -0.256
O 1.601 -4.872 -1.413 -0.277
C 1.656 -3.436 -1.251 -0.256
C 2.606 -3.235 -0.080 -0.051
C 0.041 -4.639 -3.500 -0.088
H 0.679 -3.095 -0.894 0.112
H 1.894 -2.919 -2.177 0.109
H 2.863 -2.195 0.107 0.054
H 3.524 -3.798 -0.260 0.096
H 2.123 -3.734 0.760 0.054
H -0.732 -5.111 -2.893 0.047
H -0.200 -4.752 -4.553 0.077
H 0.210 -3.594 -3.266 0.032
O -1.238 -2.847 5.560 -0.290
S -0.150 -3.299 6.397 0.613
O 0.376 -4.622 6.362 -0.265
O 1.074 -2.233 6.145 -0.275
C 2.309 -2.543 6.792 -0.277
C 2.842 -1.236 7.399 -0.056
C -0.533 -2.876 8.121 -0.090
H 3.073 -2.782 6.047 0.104
H 2.296 -3.390 7.474 0.114
H 3.368 -1.385 8.342 0.079
H 2.047 -0.500 7.549 0.072
H 3.516 -0.681 6.742 0.068
H 0.292 -3.323 8.669 0.064
H -1.471 -3.372 8.354 0.075
H -0.608 -1.796 8.177 0.072
O 2.746 3.208 3.229 -0.271
S 1.618 3.528 4.049 0.617
O 1.301 4.925 4.252 -0.268
O 0.345 2.700 3.452 -0.291
C -0.962 3.221 3.753 -0.261
C -1.951 2.632 2.779 -0.045
C 1.700 2.691 5.642 -0.092
H -1.016 4.300 3.595 0.111
H -1.212 2.966 4.784 0.121
H -1.826 1.542 2.789 0.071
H -1.698 2.823 1.736 0.069
H -2.965 2.901 3.061 0.094
H 0.691 2.476 5.980 0.063
H 2.254 3.343 6.315 0.077
H 2.277 1.771 5.562 0.064
O 6.042 4.775 -0.835 -0.270
S 5.113 4.104 0.028 0.618
O 3.774 3.875 -0.443 -0.292
O 5.799 2.692 0.429 -0.242
C 4.983 1.722 1.079 -0.272
C 4.576 0.658 0.080 -0.054
C 5.112 4.976 1.630 -0.083
H 4.129 2.202 1.569 0.084
H 5.580 1.292 1.885 0.114
H 4.017 0.999 -0.791 0.076
H 4.021 -0.163 0.536 0.045
H 5.477 0.218 -0.356 0.093
H 6.077 5.473 1.673 0.074
H 4.903 4.315 2.468 0.049
H 4.346 5.747 1.701 0.042
O 2.458 9.455 0.386 -0.282
S 3.215 8.246 0.210 0.621
O 4.611 8.219 0.569 -0.272
O 2.470 7.091 1.115 -0.268
C 1.034 7.107 1.028 -0.254
C 0.472 5.697 1.123 -0.053
C 2.994 7.564 -1.410 -0.103
H 0.575 7.597 0.171 0.105
H 0.772 7.628 1.953 0.127
H -0.548 5.800 1.501 0.090
H 1.009 5.095 1.858 0.049
H 0.517 5.185 0.161 0.047
H 3.496 6.593 -1.353 0.064
H 3.573 8.176 -2.099 0.085
H 1.983 7.314 -1.713 0.035